Molecular formula: C19H23FN2O3S2
Method: DFT, ωB97M-V with the def2-TZVPD basis set

```
50
C19H23FN2O3S2 (ωB97M-V with the def2-TZVPD basis set)
O 3.6010 0.7651 -0.2516
C 2.5718 0.2568 -0.6472
N 1.8392 0.7455 -1.6765
H 0.9288 0.3339 -1.8405
C 2.0158 2.0924 -2.1840
C 0.9095 2.9527 -1.6293
C 0.9594 3.3556 -0.2992
C -0.0959 4.0411 0.2722
C -1.2057 4.3153 -0.5060
C -1.2813 3.9357 -1.8322
C -0.2160 3.2481 -2.3866
H -0.2647 2.9350 -3.4188
H -2.1624 4.1687 -2.4088
F -2.2537 4.9639 0.0524
H -0.0715 4.3575 1.3029
H 1.8325 3.1199 0.2908
H 2.9958 2.4331 -1.8408
H 1.9930 2.0790 -3.2772
C 1.9353 -0.9922 -0.0551
C 2.3366 -1.2179 1.4017
C 2.1035 -2.6735 1.8279
C 0.9835 -3.4042 1.0692
C 1.1713 -3.3061 -0.4597
C 2.2130 -2.2595 -0.8629
H 3.2260 -2.6139 -0.6669
H 2.1269 -2.0567 -1.9313
H 0.2154 -3.0366 -0.9154
H 1.4608 -4.2781 -0.8623
C -0.4377 -3.0074 1.5221
N -0.8981 -1.6704 1.2220
S -1.7364 -1.3371 -0.1691
O -2.3446 -2.5448 -0.6282
O -0.9512 -0.5602 -1.0979
C -2.9585 -0.2316 0.4573
C -4.2446 -0.4648 0.8322
C -4.8853 0.7097 1.2840
C -4.0684 1.7966 1.2421
S -2.5030 1.4141 0.6442
H -4.2937 2.8071 1.5198
H -5.9056 0.7405 1.6201
H -4.7012 -1.4350 0.7721
H -0.2802 -0.9334 1.5186
H -1.1608 -3.6653 1.0357
H -0.5155 -3.1459 2.6066
H 1.0596 -4.4592 1.3588
H 3.0217 -3.2395 1.6609
H 1.8949 -2.7145 2.8991
H 3.3944 -0.9689 1.5121
H 1.7822 -0.5312 2.0478
H 0.8643 -0.8191 -0.1251
```

Kohn-Sham gap ... 9.45 eV
Total charge ... 0
DFT total energy ... -1969.29262 Ha
Relative energy (zero: lowest compared OMol25 entry of this formula, charge and spin) ... 9.0 kcal/mol
LUMO level ... 0.443 eV
SMILES string ... O=C(NCc1ccc(F)cc1)[C@H]1CC[C@H](CNS(=O)(=O)c2cccs2)CC1
HOMO level ... -9.01 eV